# 1
Below is one molecule with the formula C3H11N3, with properties calculated with ωB97M-V with the def2-TZVPD basis set.

As for the SMILES: CNCN(C)N. Its LUMO energy is 1.1 eV. As for the HOMO energy: -8.68 eV.

XYZ file:
```
17
Properties=species:S:1:pos:R:3:forces:R:3
C 2.424 0.111 0.436 -0.902 0.321 1.068
N 0.921 0.161 0.567 2.154 -0.087 -0.671
C 0.400 -0.373 -0.671 -2.696 -0.173 0.940
N -1.110 -0.349 -0.566 0.131 -0.367 -0.402
C -1.689 0.994 -0.547 0.076 -0.100 -0.070
N -1.603 -1.158 0.536 0.566 0.403 -0.511
H 2.802 -0.877 0.156 -0.062 -0.044 -0.160
H 2.766 0.857 -0.286 -0.172 -0.133 0.035
H 2.856 0.360 1.410 0.047 0.039 -0.150
H 0.632 -0.494 1.291 0.227 0.089 -0.005
H 0.697 -1.417 -0.826 -0.094 0.013 -0.121
H 0.704 0.222 -1.538 -0.136 0.043 0.236
H -1.501 1.524 0.395 0.075 0.031 0.025
H -1.291 1.600 -1.368 0.075 -0.174 0.117
H -2.775 0.939 -0.694 0.184 -0.153 0.042
H -1.694 -0.598 1.387 0.050 0.076 -0.165
H -2.540 -1.504 0.318 0.479 0.217 -0.208
```
Positions in Å, forces in eV/Å.

# 2
Below is a 2-piece molecular cluster, C3H11N3 overall, with properties calculated with ωB97M-V with the def2-TZVPD basis set.

As for the SMILES: C=CN.NCN. Its LUMO energy is 1.0 eV. As for the HOMO energy: -8.62 eV.

XYZ file:
```
17
Properties=species:S:1:pos:R:3:forces:R:3
C -3.355 -0.082 -0.261 0.162 0.427 0.319
C -2.293 0.357 -0.927 0.431 0.198 0.438
N -0.967 -0.092 -0.786 -0.215 -0.323 -0.687
H -3.331 -0.984 0.331 0.114 -0.060 0.195
H -4.202 0.577 -0.143 -0.369 -0.252 -0.400
H -2.346 1.243 -1.550 -0.214 0.025 -0.049
H -0.766 -0.711 -0.016 -0.295 -0.180 -0.066
H -0.611 -0.505 -1.641 0.276 0.197 0.106
N 1.530 -1.057 0.703 0.077 -0.250 -0.954
C 1.746 0.376 0.877 0.353 0.063 0.302
N 2.464 1.048 -0.197 0.065 -0.714 0.184
H 2.396 -1.582 0.631 -0.168 0.083 0.202
H 0.912 -1.486 1.378 0.191 0.167 0.188
H 0.770 0.847 0.953 -0.023 -0.033 0.382
H 2.384 0.533 1.752 -0.459 0.436 0.332
H 3.451 0.898 -0.021 0.034 0.068 -0.450
H 2.218 0.619 -1.084 0.041 0.146 -0.043
```
Positions in Å, forces in eV/Å.

# 3
Below is one molecule with the formula C3H11N3, with properties calculated with ωB97M-V with the def2-TZVPD basis set.

As for the SMILES: CCC(N)(N)N. Its LUMO energy is 1.2 eV. As for the HOMO energy: -7.96 eV.

XYZ file:
```
17
Properties=species:S:1:pos:R:3:forces:R:3
C 0.940 1.605 0.537 -1.994 0.794 -2.608
C 0.054 0.849 -0.768 1.848 0.694 2.495
C -0.344 -0.492 -0.184 0.189 -1.616 1.102
N -0.807 -1.440 -1.153 0.218 -0.251 -3.206
N 0.839 -1.027 0.455 2.103 -2.896 -0.023
N -1.386 -0.395 0.781 -1.264 1.445 1.383
H 1.785 1.181 1.081 -0.417 -0.739 -0.640
H 0.166 1.903 1.243 0.181 0.106 0.134
H 1.343 2.498 0.060 -0.121 0.302 0.175
H -0.817 1.435 -1.072 0.215 0.308 0.221
H 0.746 0.731 -1.608 -0.221 -0.144 0.210
H -0.999 -1.122 -2.099 0.285 0.255 0.539
H -0.901 -2.450 -1.154 0.363 0.526 1.172
H 1.264 -1.862 0.062 -0.614 0.415 -0.301
H 1.354 -0.841 1.314 -1.333 0.808 -0.362
H -1.429 -1.079 1.527 0.271 0.402 -0.358
H -1.807 0.506 0.978 0.291 -0.410 0.067
```
Positions in Å, forces in eV/Å.

# 4
Below is a 2-piece molecular cluster, C3H11N3O overall, with properties calculated with ωB97M-V with the def2-TZVPD basis set.

Its LUMO energy is 0.5 eV. As for the HOMO energy: -6.84 eV.

XYZ file:
```
18
Properties=species:S:1:pos:R:3:forces:R:3
C 1.698 0.328 -1.566 -0.355 -0.481 0.477
N 1.846 0.372 -0.091 1.377 0.491 0.788
C 0.951 -0.132 0.742 1.128 0.753 -0.174
N 1.040 -0.167 2.061 -0.671 -0.268 -0.743
H 2.316 -0.482 -1.982 -0.076 0.390 0.114
H 1.982 1.296 -1.982 -0.020 -0.170 0.010
H 0.639 0.113 -1.796 0.444 0.242 0.235
H 2.746 0.764 0.298 -1.485 -0.632 -0.727
H -0.015 -0.502 0.392 -0.359 -0.520 0.070
H 1.692 0.349 2.608 0.520 0.161 0.188
H 0.160 -0.490 2.481 0.073 0.123 -0.314
N -1.694 0.372 -0.781 0.092 0.368 0.866
C -2.231 -0.670 0.178 -0.209 -0.572 0.775
O -1.400 -0.897 1.245 -0.769 0.352 -0.872
H -1.813 1.273 -0.283 0.098 -0.576 -0.583
H -2.285 0.403 -1.603 -0.135 0.081 -0.045
H -3.247 -0.331 0.514 0.319 -0.204 -0.151
H -2.385 -1.598 -0.434 0.029 0.461 0.084
```
Positions in Å, forces in eV/Å.

Calculated total energy in eV, matching the order above: -7758.130 -7758.591 -7758.034 -9805.183
ΔE to the lowest compared entry with this formula, charge and spin in kcal/mol, matching the order above: 45.1 34.4 47.3 65.0
Kohn-Sham gap in eV, matching the order above: 9.8228 9.6488 9.1314 7.3432